Record 1
108
Properties=species:S:1:pos:R:3 method="wB97M-V/def2-TZVPD" spin_multiplicity=1 total_charge=+1 lumo_ha=-0.19022 max_force_ha_per_bohr=0.0152
C 5.1187 0.3591 -3.9970
C -2.3031 5.9227 -2.2153
H -3.1719 6.5391 -2.0359
H -0.5501 -2.4787 -4.3519
H -2.2577 0.9409 5.9736
C 0.5837 -3.2624 4.7053
C -0.6202 -3.0150 -1.0367
H 1.0033 -1.1019 7.9608
H 1.4578 -1.9061 -0.6883
H -3.2819 -1.7368 -1.3637
C -1.2953 1.0238 6.4833
H 7.0750 -2.1059 2.6508
H -1.3466 1.8601 -4.1366
C 4.7801 -2.2797 1.3728
C 4.1218 -0.3902 2.6430
C 0.4635 0.0714 -3.3490
C -2.8508 -0.9365 -1.9519
C 3.5632 -2.2721 0.7028
H -2.0477 6.1884 -4.3782
C 3.9961 0.3643 -4.7987
C 1.8206 4.0924 -1.0201
C 0.1258 -4.2638 -3.3829
C 0.2849 4.1569 1.6133
Pt 0.6658 0.5364 -0.5481
C -0.4056 -2.9842 -3.4050
C 6.4067 -1.3530 3.0656
H 1.0032 4.9649 1.6030
H -2.6695 -1.2561 7.1414
H -0.0822 -4.8451 -0.0637
C -0.4428 3.7310 2.7626
C 2.6439 0.1551 -2.7924
C 3.3514 -3.3070 -0.3730
S 1.1759 0.2197 -4.8976
C 2.7545 0.2585 -4.1776
H 5.3415 4.1403 -0.8329
C 0.5963 -0.1583 7.5942
S 0.8387 -3.5234 1.9872
S -1.2064 2.2240 0.8471
H 0.4134 0.4758 8.4621
C 2.5890 -1.2981 1.0117
C -0.6461 -0.6888 4.3090
H -4.6480 0.2286 -1.9681
C 5.0089 0.2520 -2.6036
S -0.3657 4.7337 -3.3708
C 2.8891 -0.3429 1.9961
H -1.9017 5.2039 -0.1571
H 4.3387 0.3649 3.3925
H -3.7138 1.9764 -3.4584
H 6.2758 -1.5675 4.1277
H -0.3541 4.1913 3.7365
H -1.0814 0.2776 4.1022
C 0.2269 -4.9453 -2.1820
C 2.2465 5.3597 -1.2812
C -1.7847 1.0567 -3.5608
H 2.5506 1.6768 2.6193
C -1.7261 -1.1228 7.6731
C -1.5332 -1.0412 -2.3758
C 0.3999 -2.7985 3.3762
N -0.4035 -1.0931 1.9546
C 0.1814 -2.4663 5.7210
C 3.7804 0.1530 -1.9870
H -1.4578 1.5789 7.4071
C -0.9905 -0.0007 -3.1427
H 3.6898 0.0893 -0.9089
C -0.0415 3.4465 0.5027
C -0.2608 -1.4813 3.1596
O 0.2535 2.3068 -1.5210
H 5.5168 -3.0312 1.1110
H -1.9281 -0.5649 8.5881
H 4.0749 0.4436 -5.8744
C -0.1492 -4.3161 -1.0053
C -0.5429 4.5061 -1.6728
C -0.8121 -2.3359 -2.2380
H 1.3547 0.3249 6.9754
H 2.4306 -3.8762 -0.2358
H 3.2959 -2.8535 -1.3670
H 1.4553 0.5241 3.3585
H 6.8984 -0.3825 2.9889
C 0.3973 3.5579 -0.9415
H 0.5953 -5.9619 -2.1554
C -3.1074 1.1344 -3.1521
H 1.0312 -4.2291 4.8860
C -1.6126 5.2016 -1.1987
C -0.7151 -0.3489 6.8143
H 0.4248 -4.7393 -4.3072
H -1.9687 2.2034 3.1686
C -0.4151 -1.1424 5.5547
H 6.0969 0.4419 -4.4506
H 1.2086 1.0445 1.6928
C -1.7382 5.7566 -3.4400
H 0.3129 -2.8287 6.7325
C -3.6263 0.1568 -2.3175
C 1.9716 0.7753 2.4293
S 3.1573 3.0554 -0.7100
N 1.3259 0.0618 -2.3614
C 4.2837 4.3283 -0.9230
H 1.5706 6.1723 -1.5048
H 5.9051 0.2538 -1.9979
O -0.9292 -2.3882 0.1768
C 3.6627 5.4978 -1.2244
H 4.1781 -4.0154 -0.3806
H 4.1872 6.4235 -1.4106
H -1.3584 -2.1068 7.9676
C 0.1243 -1.9176 0.9238
C -1.2787 2.6888 2.4959
H -0.6198 1.6089 5.8566
C 5.0838 -1.3445 2.3521
C 1.3101 -1.2979 0.2009

Record 2
8
Properties=species:S:1:pos:R:3 method="wB97M-V/def2-TZVPD" spin_multiplicity=1 lumo_ha=0.00509 max_force_ha_per_bohr=0.1324
F -0.3209 1.2606 1.3826
F -1.2866 1.1410 -0.6187
H -1.6408 -0.2619 0.6342
I 2.4581 0.5650 -0.3636
C 0.5897 -0.5722 -0.2939
C -0.8119 0.4991 0.4889
F 0.7876 -1.7660 0.2615
F 0.2247 -0.8657 -1.4911

Orbital gap across the listed records, respectively: 4.95, 10.14 eV.
HOMO across the listed records, respectively: -10.13, -10.00 eV.